<w>
Below is C9H14N4O4 in the gas phase, with properties calculated with wB97M-V/def2-TZVPD.

Cartesian coordinates (Å):
O  4.5804  -0.7088  0.0597
O  -0.4621  2.6721  0.4891
O  -3.0102  -0.3393  0.0102
O  -4.4266  1.0713  -1.0474
N  -2.4928  1.8617  -0.1745
N  0.8788  1.1170  -0.0394
N  0.8371  2.3048  0.4781
N  2.0809  0.5226  -0.2673
C  -3.3871  0.8888  -0.4736
C  -1.2341  1.6718  -0.0270
C  3.2157  1.2909  0.2194
C  -0.3215  0.6378  -0.3748
C  2.1640  -0.8790  0.1195
C  4.4911  0.6417  -0.3230
C  -3.9734  -1.3805  -0.1146
C  3.4824  -1.4361  -0.4255
C  -5.0202  -1.3179  0.9889
H  -5.5807  -0.3905  0.9054
H  2.1474  -0.9822  1.2140
H  5.3704  1.1387  0.0872
H  -3.3977  -2.3085  -0.0587
H  -0.5120  -0.3051  -0.8319
H  3.1236  2.3139  -0.1442
H  -5.7044  -2.1564  0.8925
H  3.2372  1.3052  1.3169
H  3.4607  -1.4016  -1.5249
H  4.5016  0.7230  -1.4197
H  3.6207  -2.4665  -0.0959
H  -4.5421  -1.3552  1.9651
H  -4.4573  -1.3006  -1.0941
H  1.3305  -1.4332  -0.3095

Properties
Highest occupied orbital energy, Ha: -0.3095

***

<x>
Below is C9H14N4O4 in the gas phase, with properties calculated with wB97M-V/def2-TZVPD.

Cartesian coordinates (Å):
O  -1.4856  -0.6455  2.5976
O  -1.4543  2.4168  -0.8810
O  0.5922  1.7987  -1.6370
O  -2.2311  -2.3373  -1.4558
N  1.7797  -0.8112  1.3361
N  2.5949  -1.7276  -0.5720
N  -3.1732  -0.1382  0.1275
N  -0.6116  1.1007  1.5099
C  0.2366  1.8993  0.7119
C  2.2245  -1.9173  0.7014
C  2.1215  0.1873  0.4006
C  -1.4270  -1.2522  -1.0399
C  -0.3259  1.9994  -0.6957
C  -1.9505  -0.8308  0.2964
C  -1.2423  -0.1677  1.5235
C  1.8218  1.6196  0.6629
C  2.5598  -0.3615  -0.8208
H  2.0638  1.9021  1.6453
H  3.0293  -2.3602  -1.2757
H  -0.3367  -1.4397  -0.9074
H  -2.1542  -1.8350  0.7888
H  0.1438  1.6889  -2.4800
H  -1.5081  -0.4359  -1.7989
H  0.2051  2.8738  1.2331
H  2.9196  0.0259  -1.7470
H  2.2128  -2.8553  1.1610
H  -1.8549  -2.5694  -2.3457
H  -3.5820  0.0557  1.0566
H  -3.1047  0.6983  -0.4765
H  -0.4210  1.2022  2.4741
H  2.3577  2.2160  -0.0929

Properties
SMILES: N[C@@H](CO)C(=O)N[C@@H](Cc1c[nH]cn1)C(=O)O
Highest occupied orbital energy, Ha: -0.3136

***

Most stable = <x>

***

<w>
Below is a molecular structure, C19H33NO2Te4Tl, with properties calculated with wB97M-V/def2-TZVPD.

Cartesian coordinates (Å):
Tl  0.6939  0.3352  -0.4435
Te  -1.7771  -0.4413  0.6371
Te  -1.2230  -1.1231  -3.4453
Te  0.9659  0.4859  -3.2705
Te  -2.9387  0.1386  -1.7599
O  2.5431  4.4119  -0.1398
O  2.1172  2.2169  -0.2575
N  -0.5071  2.7019  -0.7273
C  1.9644  0.5046  3.1667
C  1.7060  -2.3444  0.6652
C  1.7852  3.4467  -0.1608
C  0.8667  -2.9255  4.9305
C  0.8773  1.5929  3.1985
C  0.2680  3.7228  -0.0179
C  -0.0896  -2.2377  3.9378
C  0.8117  -2.7760  1.6032
C  0.6945  -1.8243  2.6840
C  3.4857  -3.9919  0.2631
C  1.3486  -4.1606  -1.0312
C  2.3871  0.1321  4.5973
C  2.3558  -3.1896  -0.4097
C  2.1300  -1.0299  1.0875
C  1.5226  -0.7377  2.3759
C  3.2088  1.1516  2.5301
C  -0.8155  -1.0908  4.6577
C  -1.1634  -3.2907  3.5904
C  2.9719  -2.3435  -1.5249
H  0.3068  -3.7296  1.5703
H  -1.8013  -2.9599  2.7714
H  3.7414  -1.6704  -1.1416
H  0.0735  4.7387  -0.3672
H  1.2855  2.5208  3.6108
H  1.3441  -3.7827  4.4513
H  3.5338  1.9829  3.1596
H  3.0855  -4.6300  1.0528
H  0.5371  1.8016  2.1837
H  0.3079  -3.2834  5.8011
H  4.0332  0.4379  2.4679
H  0.5136  -3.6138  -1.4750
H  0.0140  1.3061  3.7945
H  3.0028  1.5511  1.5375
H  2.2115  -1.7470  -2.0272
H  1.5494  -0.1837  5.2130
H  -0.7148  -4.2458  3.3148
H  0.0282  3.6790  1.0468
H  3.0850  -0.6203  0.7902
H  1.8291  -4.7492  -1.8179
H  -1.7948  -3.4675  4.4641
H  -0.1270  -0.4164  5.1598
H  0.9525  -4.8523  -0.2853
H  -0.4225  2.8568  -1.7266
H  4.2114  -3.3111  0.7135
H  1.6501  -2.2521  5.2728
H  3.4338  -2.9936  -2.2727
H  -1.4200  -0.5090  3.9612
H  -1.4879  -1.4981  5.4167
H  2.8507  0.9935  5.0849
H  3.1169  -0.6796  4.5628
H  4.0049  -4.6175  -0.4703
H  -1.4928  2.7612  -0.5003

Properties
Highest occupied orbital energy, Ha: -0.1684
Total charge: -1

***

<x>
Below is a molecular structure, C19H33NO2Te4Tl, with properties calculated with wB97M-V/def2-TZVPD.

Cartesian coordinates (Å):
Tl  1.6196  0.3875  0.4047
Te  5.8655  1.8381  -2.8913
Te  3.6616  0.2918  -2.4847
Te  7.2181  0.8673  -0.7627
Te  4.8761  -0.7951  -0.3411
O  2.0349  -4.0557  -0.3170
O  2.7941  -1.9624  -0.4893
N  3.2333  -2.1653  2.4043
C  -0.9051  -0.0158  -0.8502
C  -1.0661  0.0291  1.4616
C  -2.3110  3.2183  -1.4432
C  -1.0400  -0.6950  -2.2219
C  3.3834  -3.2932  1.4792
C  -0.9582  -0.8019  0.3332
C  -0.0882  2.6851  -2.4791
C  -0.8892  -1.8719  3.0805
C  -0.5548  0.4726  3.8758
C  -1.3193  -0.4160  2.8864
C  -0.9474  1.3590  -0.4305
C  2.6591  -3.1050  0.1297
C  0.2641  -0.6633  -3.0355
C  -2.2072  -0.0957  -3.0213
C  -0.8858  2.7038  -1.1696
C  -1.3740  -2.1864  -2.0504
C  -2.8208  -0.3136  3.1964
C  -0.1837  3.7611  -0.2949
C  -1.0579  1.3512  0.9834
H  -2.2822  -2.3225  -1.4597
H  4.0380  -2.0740  3.0088
H  -0.5568  -2.7264  -1.5672
H  4.4426  -3.4148  1.2310
H  0.8163  3.4278  -0.0105
H  0.1425  -1.1968  -3.9847
H  -0.0855  4.6953  -0.8556
H  3.0421  -4.2382  1.9018
H  -0.5427  2.0682  -3.2483
H  -0.0124  3.7024  -2.8745
H  -1.5476  -2.5507  2.5340
H  -3.0295  -0.6455  4.2201
H  -0.7417  3.9784  0.6160
H  1.0446  -1.1746  -2.4645
H  -1.1633  2.2268  1.6093
H  -1.0219  -1.8787  0.3606
H  0.9279  2.3222  -2.3002
H  -3.1626  0.7178  3.0879
H  -0.8967  1.5077  3.8120
H  0.1181  -2.0280  2.6977
H  -2.8613  3.3036  -0.5036
H  2.4346  -2.3149  3.0031
H  -3.3935  -0.9353  2.5052
H  0.5957  0.3480  -3.2580
H  0.5159  0.4605  3.6553
H  -2.2795  4.2027  -1.9232
H  -3.1271  -0.1651  -2.4351
H  -0.9148  -2.1511  4.1381
H  -2.0548  0.9497  -3.2737
H  -0.7044  0.1285  4.9042
H  -2.3460  -0.6491  -3.9556
H  -2.8618  2.5329  -2.0887
H  -1.5335  -2.6353  -3.0346

Properties
Highest occupied orbital energy, Ha: -0.1468
Total charge: -1

***

Most stable = <w>